1.
Formula: C36H63N9
Source: OMol25
Level of theory: wB97M-V/def2-TZVPD

Structure (ORCA input):
```
! RIJCOSX wB97M-V def2-TZVPD def2/J DEFGRID3
* xyz 0 1
C 4.54 -0.58 -2.91
C 3.76 -1.68 -2.16
C 4.00 -1.72 -0.65
C 4.02 -0.39 -0.06
N 4.04 0.67 0.39
H 4.22 -0.56 -3.95
H 5.61 -0.81 -2.91
H 4.41 0.37 -2.40
H 4.09 -2.65 -2.53
H 2.72 -1.54 -2.47
H 5.01 -2.12 -0.51
H 3.20 -2.24 -0.14
C 6.35 -1.14 5.44
C 5.17 -0.83 4.57
C 4.95 -1.74 3.35
C 5.95 -1.58 2.29
N 6.74 -1.37 1.48
H 7.31 -1.07 4.93
H 6.31 -2.16 5.85
H 6.39 -0.47 6.30
H 5.35 0.17 4.15
H 4.21 -0.74 5.09
H 3.99 -1.53 2.88
H 4.94 -2.81 3.57
C -0.92 1.31 -0.79
C 0.17 0.37 -0.24
C -0.39 -0.81 0.56
C 0.71 -1.46 1.27
N 1.62 -1.89 1.83
H -0.56 2.11 -1.43
H -1.38 1.84 0.04
H -1.67 0.72 -1.33
H 0.68 1.02 0.47
H 0.89 0.00 -0.97
H -0.90 -1.56 -0.05
H -1.08 -0.49 1.34
C 4.22 4.48 1.49
C 3.60 3.67 2.64
C 2.32 2.93 2.23
C 1.16 3.71 1.81
N 0.26 4.28 1.39
H 5.02 5.09 1.91
H 3.53 5.16 1.00
H 4.61 3.80 0.73
H 3.40 4.37 3.46
H 4.32 2.94 3.01
H 2.04 2.41 3.15
H 2.55 2.19 1.46
C -4.80 6.10 0.36
C -3.58 5.26 -0.08
C -3.36 4.01 0.73
C -3.13 4.23 2.15
N -2.89 4.43 3.25
H -4.72 6.27 1.43
H -5.75 5.60 0.14
H -4.79 7.06 -0.15
H -2.75 5.95 0.10
H -3.61 5.04 -1.15
H -2.46 3.50 0.36
H -4.14 3.25 0.57
C 0.64 -6.02 0.11
C 0.35 -5.35 1.45
C 1.44 -5.61 2.50
C 2.76 -5.02 2.21
N 3.80 -4.60 1.94
H 1.58 -5.67 -0.30
H -0.12 -5.72 -0.61
H 0.72 -7.11 0.19
H -0.60 -5.72 1.85
H 0.29 -4.26 1.40
H 1.72 -6.67 2.54
H 1.16 -5.34 3.52
C -0.97 0.92 -4.54
C -0.74 2.39 -4.86
C -1.38 3.46 -3.98
C -2.86 3.47 -3.97
N -4.00 3.49 -3.95
H -0.64 0.55 -3.57
H -0.66 0.29 -5.38
H -2.06 0.74 -4.53
H -0.85 2.58 -5.92
H 0.34 2.52 -4.67
H -1.03 4.43 -4.34
H -1.01 3.42 -2.96
C -4.54 -0.37 -2.74
C -4.91 0.04 -1.30
C -5.43 1.48 -1.26
C -6.78 1.69 -1.77
N -7.86 1.79 -2.14
H -3.97 0.37 -3.31
H -5.44 -0.69 -3.27
H -3.89 -1.25 -2.76
H -3.94 0.01 -0.78
H -5.49 -0.72 -0.78
H -4.73 2.04 -1.88
H -5.38 1.84 -0.23
C -3.02 -3.76 -1.80
C -4.06 -3.65 -0.70
C -3.60 -4.29 0.63
C -2.89 -3.41 1.56
N -2.39 -2.72 2.32
H -2.03 -3.44 -1.45
H -3.31 -3.18 -2.68
H -2.80 -4.76 -2.18
H -4.99 -4.13 -1.00
H -4.42 -2.63 -0.53
H -3.03 -5.20 0.43
H -4.50 -4.62 1.15
*
```

Energy above the lowest of the compared OMol25 structures with the same formula, charge and spin = 1.4679 eV
Structure (SMILES) = CCCC#N.CCCC#N.CCCC#N.CCCC#N.CCCC#N.CCCC#N.CCCC#N.CCCC#N.CCCC#N
E_HOMO = -11.04 eV

---

2.
Formula: C36H63N9
Source: OMol25
Level of theory: wB97M-V/def2-TZVPD

Structure (ORCA input):
```
! RIJCOSX wB97M-V def2-TZVPD def2/J DEFGRID3
* xyz 0 1
C 3.35 -2.49 -5.83
C 2.62 -2.58 -4.40
C 1.35 -1.79 -4.42
C 0.69 -1.68 -3.10
N 0.18 -1.68 -2.03
H 3.47 -1.49 -6.24
H 2.68 -3.07 -6.47
H 4.37 -2.86 -5.84
H 3.21 -2.26 -3.55
H 2.37 -3.64 -4.32
H 0.52 -2.08 -5.07
H 1.47 -0.79 -4.83
C 0.50 -4.14 2.36
C 1.69 -3.91 3.24
C 2.94 -3.51 2.54
C 2.88 -2.16 1.95
N 2.86 -1.08 1.59
H -0.41 -4.14 2.96
H 0.59 -5.13 1.90
H 0.41 -3.35 1.62
H 1.81 -4.89 3.69
H 1.54 -3.14 4.00
H 3.29 -4.18 1.76
H 3.69 -3.50 3.34
C -3.35 3.96 0.82
C -2.10 4.06 -0.08
C -0.85 3.36 0.46
C -1.07 1.96 0.96
N -1.21 0.87 1.37
H -3.09 4.31 1.82
H -3.83 3.02 1.09
H -4.04 4.74 0.48
H -1.91 5.09 -0.39
H -2.26 3.54 -1.02
H -0.30 3.75 1.33
H -0.11 3.30 -0.33
C -0.09 -0.90 1.54
C -0.83 -0.85 0.17
C 0.11 -0.63 -1.05
C 0.80 0.65 -1.03
N 1.33 1.71 -1.00
H 0.74 -1.60 1.53
H -0.73 -0.96 2.41
H 0.45 0.03 1.75
H -1.51 0.00 0.22
H -1.39 -1.75 -0.12
H -0.49 -0.80 -1.94
H 0.81 -1.45 -1.23
C -0.32 -0.72 4.32
C -1.23 0.36 3.62
C -0.79 1.87 3.79
C 0.65 2.04 3.93
N 1.77 2.16 4.02
H -0.47 -1.76 4.03
H -0.30 -0.73 5.41
H 0.73 -0.59 4.07
H -2.30 0.22 3.72
H -1.09 0.21 2.55
H -1.28 2.44 4.58
H -1.06 2.34 2.84
C -0.86 4.32 -3.15
C 0.01 3.37 -2.32
C -0.09 1.93 -2.82
C 0.67 1.60 -4.01
N 1.16 1.42 -5.01
H -0.67 4.15 -4.21
H -0.85 5.33 -2.73
H -1.90 4.06 -2.95
H -0.29 3.36 -1.27
H 1.03 3.76 -2.35
H -1.13 1.76 -3.12
H 0.18 1.18 -2.08
C 1.94 2.72 1.62
C 2.70 2.93 0.33
C 2.64 4.43 -0.12
C 3.29 4.76 -1.39
N 3.83 4.96 -2.39
H 2.45 3.27 2.41
H 1.82 1.69 1.95
H 0.89 2.97 1.43
H 2.13 2.35 -0.41
H 3.70 2.51 0.38
H 3.06 4.97 0.74
H 1.62 4.82 -0.13
C -0.33 -3.94 -0.27
C 0.17 -4.37 -1.67
C 1.67 -4.43 -1.75
C 2.26 -5.28 -2.74
N 2.75 -5.96 -3.56
H -0.15 -2.87 -0.15
H 0.23 -4.28 0.60
H -1.41 -3.97 -0.14
H -0.27 -3.75 -2.45
H -0.18 -5.38 -1.88
H 1.92 -4.93 -0.81
H 2.17 -3.47 -1.86
C -3.35 -0.74 0.93
C -4.33 0.49 0.85
C -5.00 0.74 2.24
C -6.14 -0.20 2.69
N -6.96 -0.98 3.02
H -3.28 -1.62 0.29
H -3.33 -1.05 1.98
H -2.33 -0.43 0.72
H -5.23 0.22 0.30
H -3.85 1.38 0.46
H -5.43 1.74 2.19
H -4.35 0.75 3.11
*
```

Energy above the lowest of the compared OMol25 structures with the same formula, charge and spin = 33.4669 eV
E_HOMO = -6.33 eV

---

3.
Formula: C36H64B2N6P2SbSe4Ti
Source: OMol25
Level of theory: wB97M-V/def2-TZVPD

Structure (ORCA input):
```
! RIJCOSX wB97M-V def2-TZVPD def2/J DEFGRID3
* xyz -1 1
Ti 0.66 1.38 -0.70
C -1.12 3.82 3.05
C -0.12 2.68 3.28
C 0.62 2.95 4.60
C -0.88 1.36 3.46
P 1.03 2.51 1.79
C 2.04 1.05 2.34
N 1.35 -0.15 1.89
B 0.51 -0.36 0.70
N 0.00 -1.70 0.88
C -0.99 -2.41 0.08
P -2.59 -1.47 -0.10
C -3.66 -2.18 1.28
C -4.11 -3.63 1.15
C -2.84 -2.05 2.57
C -4.88 -1.27 1.42
C -3.15 -2.15 -1.76
C -4.62 -1.77 -1.98
C -2.28 -1.38 -2.79
C -2.99 -3.65 -2.00
C 0.59 -2.28 2.00
C 0.48 -3.56 2.53
C 1.17 -3.86 3.71
C 1.96 -2.90 4.33
C 2.09 -1.62 3.80
C 1.39 -1.32 2.64
C 2.08 4.04 1.58
C 1.27 5.00 0.70
C 2.46 4.75 2.88
C 3.36 3.67 0.83
H -1.75 3.91 3.94
H -0.62 4.78 2.90
H -1.77 3.64 2.20
H 0.03 2.53 5.42
H 1.61 2.51 4.66
H 0.72 4.02 4.79
H -1.70 1.54 4.17
H -1.31 0.96 2.55
H -0.24 0.58 3.88
H 3.06 1.12 1.97
H 2.10 1.02 3.43
H -0.59 -2.64 -0.91
H -1.20 -3.37 0.56
H -3.27 -4.32 1.02
H -4.63 -3.93 2.07
H -4.80 -3.77 0.32
H -2.01 -2.74 2.62
H -2.44 -1.04 2.70
H -3.50 -2.25 3.43
H -5.53 -1.29 0.54
H -5.48 -1.59 2.28
H -4.57 -0.23 1.58
H -4.79 -0.71 -1.78
H -4.89 -1.96 -3.02
H -5.29 -2.36 -1.35
H -1.57 -0.68 -2.34
H -1.70 -2.06 -3.40
H -2.89 -0.78 -3.46
H -3.56 -4.26 -1.31
H -3.33 -3.89 -3.01
H -1.94 -3.96 -1.94
H -0.11 -4.33 2.05
H 1.11 -4.85 4.12
H 2.51 -3.16 5.23
H 2.74 -0.90 4.27
H 0.30 5.25 1.12
H 1.84 5.93 0.58
H 1.12 4.59 -0.30
H 1.60 5.16 3.40
H 3.01 4.10 3.57
H 3.12 5.59 2.63
H 3.16 3.25 -0.16
H 3.93 4.59 0.67
H 4.00 2.97 1.37
C 2.19 -0.71 -4.13
C 2.62 -1.80 -5.14
N 3.04 -3.02 -4.43
C 4.17 -2.68 -3.55
C 3.77 -1.56 -2.56
N 2.37 -1.20 -2.76
C 1.54 -2.39 -2.57
C 1.93 -3.48 -3.60
H 1.14 -0.42 -4.27
H 2.78 0.20 -4.25
H 3.44 -1.46 -5.77
H 1.79 -2.06 -5.81
H 5.01 -2.38 -4.18
H 4.46 -3.60 -3.03
H 4.37 -0.66 -2.71
H 3.91 -1.87 -1.52
H 0.50 -2.09 -2.69
H 1.68 -2.74 -1.54
H 1.09 -3.72 -4.26
H 2.24 -4.41 -3.11
Se 2.26 2.58 -6.60
Sb 0.21 2.62 -5.40
Se -0.82 4.65 -4.67
Se -1.21 0.66 -5.31
Se 1.12 2.30 -2.73
C -4.10 2.87 -1.08
C -3.55 2.55 0.15
C -2.27 2.03 0.18
N -1.52 1.86 -0.91
C -2.08 2.12 -2.10
C -3.36 2.63 -2.22
H -5.09 3.30 -1.15
H -4.10 2.68 1.07
H -1.83 1.73 1.11
H -1.51 1.89 -2.99
H -3.72 2.84 -3.22
B 5.22 0.27 0.19
C 3.74 0.56 -0.25
N 2.63 0.80 -0.44
H 5.33 0.86 1.26
H 5.33 -0.92 0.34
H 5.98 0.72 -0.64
*
```

Energy above the lowest of the compared OMol25 structures with the same formula, charge and spin = 0.2958 eV
E_HOMO (alpha / beta) = -4.62 / -4.62 eV

---

4.
Formula: C36H64Br22N2OSi
Source: OMol25
Level of theory: wB97M-V/def2-TZVPD

Structure (ORCA input):
```
! RIJCOSX wB97M-V def2-TZVPD def2/J DEFGRID3
* xyz 0 1
C 5.24 0.00 -0.43
C 5.03 1.43 0.06
O 4.82 2.37 -1.00
C 3.70 2.02 -1.79
C 2.39 1.83 -1.06
C 1.82 0.54 -1.03
N 0.69 0.25 -0.45
C 0.08 1.31 0.16
C -1.14 1.08 0.84
Si -1.86 -0.66 0.84
C -3.60 -0.69 1.59
C -1.97 -1.44 -0.87
C -0.77 -1.75 1.92
C -1.75 2.12 1.49
C -1.21 3.43 1.45
C -0.04 3.65 0.79
C 0.64 2.60 0.13
N 1.82 2.87 -0.51
H 4.46 -0.38 -1.07
H 5.23 -0.64 0.46
H 6.22 -0.14 -0.88
H 4.24 1.44 0.81
H 5.93 1.70 0.58
H 3.90 1.16 -2.43
H 3.56 2.87 -2.46
H 2.33 -0.27 -1.54
H -3.60 -0.06 2.48
H -3.83 -1.70 1.90
H -4.32 -0.37 0.84
H -0.97 -1.69 -1.21
H -2.59 -2.33 -0.81
H -2.42 -0.79 -1.61
H -0.11 -2.37 1.31
H -0.12 -1.17 2.57
H -1.34 -2.40 2.58
H -2.69 1.97 2.01
H -1.71 4.24 1.97
H 0.35 4.66 0.77
Br 1.11 -2.95 -2.90
C -0.53 -3.72 -3.61
C -1.24 -4.57 -2.59
Br -0.39 -6.31 -2.34
H -0.25 -4.27 -4.50
H -1.16 -2.87 -3.87
H -2.25 -4.79 -2.94
H -1.28 -4.11 -1.61
Br -5.33 -3.08 -0.71
C -4.43 -4.58 0.15
C -4.35 -5.77 -0.75
Br -6.06 -6.70 -0.87
H -4.96 -4.78 1.08
H -3.43 -4.21 0.39
H -3.66 -6.51 -0.35
H -4.07 -5.52 -1.76
Br -2.11 -11.00 -2.59
C -0.82 -10.21 -1.37
C -1.30 -10.26 0.06
Br -2.66 -8.92 0.41
H -0.65 -9.19 -1.71
H 0.09 -10.79 -1.49
H -0.48 -10.02 0.73
H -1.73 -11.22 0.32
Br -1.17 6.43 2.92
C -0.91 8.17 2.10
C -0.56 8.05 0.65
Br 1.29 7.49 0.43
H -0.15 8.68 2.68
H -1.86 8.69 2.22
H -0.63 9.02 0.16
H -1.17 7.33 0.12
Br 0.41 -7.19 0.88
C 2.30 -6.74 0.85
C 2.56 -5.49 1.65
Br 1.99 -3.93 0.64
H 2.59 -6.64 -0.19
H 2.81 -7.60 1.28
H 3.63 -5.35 1.82
H 2.03 -5.47 2.60
Br -2.52 -1.06 -4.83
C -1.35 -1.14 -6.38
C -2.13 -1.09 -7.66
Br -2.98 -2.79 -8.05
H -0.76 -2.05 -6.28
H -0.70 -0.27 -6.29
H -1.46 -0.91 -8.50
H -2.91 -0.34 -7.65
Br -9.00 0.31 -3.53
C -8.20 0.19 -1.76
C -6.90 0.96 -1.68
Br -5.45 0.00 -2.56
H -8.07 -0.86 -1.54
H -8.93 0.62 -1.08
H -6.59 1.07 -0.65
H -6.96 1.93 -2.15
Br -4.26 7.95 0.12
C -5.15 9.64 0.49
C -4.54 10.77 -0.29
Br -2.85 11.34 0.49
H -5.11 9.79 1.56
H -6.19 9.49 0.19
H -5.18 11.65 -0.24
H -4.34 10.52 -1.32
Br 2.63 -9.64 3.09
C 3.88 -8.38 3.88
C 3.72 -8.30 5.38
Br 2.15 -7.26 5.86
H 3.73 -7.43 3.40
H 4.87 -8.76 3.63
H 4.56 -7.77 5.82
H 3.61 -9.27 5.84
Br 2.40 6.58 3.54
C 4.23 7.12 3.88
C 4.29 8.42 4.64
Br 3.89 9.94 3.48
H 4.72 7.17 2.92
H 4.67 6.32 4.48
H 5.30 8.60 5.01
H 3.58 8.46 5.46
Br 7.04 7.64 -0.11
C 7.96 6.20 0.84
C 8.00 4.94 0.02
Br 6.30 3.95 -0.03
H 7.46 6.07 1.79
H 8.97 6.58 1.01
H 8.71 4.24 0.45
H 8.26 5.13 -1.02
*
```

E_HOMO = -8.75 eV

---

no.,electronic energy (eV),strongest force on any atom (eV Å⁻¹)
1,-51762.552,2.2
2,-51730.553,17.4
3,-358284.383,1.1
4,-1592211.864,3.0